Arrangement A

# C3H7O

A 2-piece molecular cluster, C3H7O overall (wB97M-V/def2-TZVPD, the Open Molecules 2025 dataset).

Structure (ORCA input):
```
! wB97M-V def2-TZVPD RIJCOSX def2/J DEFGRID3
* xyz -1 1
C -0.43787 -0.15344 0.77132
O -1.24113 -0.17449 1.74946
C 0.87591 -0.63298 0.85525
C 0.53876 0.79335 -2.49037
H -0.90418 0.24519 -0.18837
H 1.24007 -1.33986 1.56762
H 1.49292 -0.70090 -0.04864
H -0.30370 1.40200 -2.21512
H 1.15163 0.61611 -1.62990
H 0.31070 -0.15203 -2.95898
H 1.08078 1.28381 -3.33949
*
```

Computed properties:
HOMO level	-1.910	eV
LUMO energy	0.1497	hartree

Results of the Löwdin charge analysis, in e, for atoms 1 through 6:
1. C -0.553
2. O -0.241
3. C -0.140
4. C -0.065
5. H 0.065
6. H -0.030

***

Arrangement B

# C3H7O

An isolated ion of composition C3H7O and charge -1 (wB97M-V/def2-TZVPD, the Open Molecules 2025 dataset).

Structure (ORCA input):
```
! wB97M-V def2-TZVPD RIJCOSX def2/J DEFGRID3
* xyz -1 1
C -1.03994 0.82152 -0.00121
O -1.66993 1.70702 0.77806
C 0.07381 -0.05948 0.54120
C 0.98057 -0.79883 -0.43871
H -0.46329 1.35400 -0.81278
H -1.78770 0.19396 -0.68411
H -0.32425 -0.85269 1.21472
H 0.58441 0.46747 1.37494
H 1.46668 -0.03612 -1.12599
H 0.40572 -1.51203 -0.99170
H 1.77392 -1.28482 0.14558
*
```

Computed properties:
structure (SMILES)	CCC[O-]
HOMO level	-1.877	eV
LUMO energy	0.1634	hartree

Results of the Löwdin charge analysis, in e, for atoms 1 through 6:
1. C -0.625
2. O -0.380
3. C -0.334
4. C -0.160
5. H 0.063
6. H 0.092

***

Which one sits at the top of the stability order? arrangement A does.

***

Arrangement A

# C4H10NO2

A 2-piece molecular cluster, C4H10NO2 overall (wB97M-V/def2-TZVPD, the Open Molecules 2025 dataset).

Structure (ORCA input):
```
! wB97M-V def2-TZVPD RIJCOSX def2/J DEFGRID3
* xyz 0 2
O -1.13918 0.01795 1.68407
C -0.26597 0.72892 1.26635
C 1.16997 0.63132 1.74499
N 2.14329 1.02124 0.73721
H -0.47313 1.63139 0.65861
H 1.21519 1.30342 2.61110
H 1.27591 -0.38957 2.12835
H 3.05364 0.62207 0.88421
H 1.77245 0.84772 -0.18554
C -1.10741 -0.64660 -1.34761
O 0.03104 0.06208 -1.13760
C -0.97683 -1.61386 -2.52441
H -1.88244 0.08351 -1.64392
H -1.49823 -1.11445 -0.43891
H -1.95654 -1.98024 -2.82445
H -0.28808 -2.43167 -2.32534
H -0.55579 -1.05981 -3.36632
*
```

Computed properties:
HOMO level (spin up / spin down)	-9.159 / -9.141	eV
LUMO energy (spin up / spin down)	0.0365 / -0.0728	hartree

Results of the Löwdin charge analysis, in e, for atoms 1 through 6:
1. O 0.034
2. C -0.315
3. C -0.244
4. N 0.000
5. H 0.127
6. H 0.117

***

Arrangement B

# C4H10NO2

C4H10NO2 as an isolated structure (wB97M-V/def2-TZVPD, the Open Molecules 2025 dataset).

Structure (ORCA input):
```
! wB97M-V def2-TZVPD RIJCOSX def2/J DEFGRID3
* xyz 0 2
N -0.54832 3.00265 -0.06619
C -0.92047 2.10748 -1.14596
O -0.96068 0.71974 -0.84375
H 0.25857 2.63055 0.41088
H -1.30990 3.06097 0.59681
H -1.93537 2.39025 -1.44622
H -0.28278 2.28104 -2.02013
C 1.25109 -0.94653 0.24592
O 0.81341 0.32067 0.65791
C 0.56435 -2.04574 0.99294
C -0.04551 -3.09851 0.45435
H 2.32552 -1.01028 0.47654
H 1.13520 -1.07082 -0.83895
H -0.23786 0.52309 -0.07817
H 0.51541 -1.90853 2.07074
H -0.53581 -3.75764 1.15638
H -0.08687 -3.19838 -0.62310
*
```

Computed properties:
HOMO level (spin up / spin down)	-9.831 / -9.743	eV
LUMO energy (spin up / spin down)	0.0382 / -0.1076	hartree

Results of the Löwdin charge analysis, in e, for atoms 1 through 6:
1. N 0.025
2. C -0.340
3. O -0.072
4. H 0.050
5. H 0.070
6. H 0.117

***

Which one sits at the top of the stability order? arrangement A does.